28
Properties=species:S:1:pos:R:3 method="wB97M-V/def2-TZVPD" total_charge=+1 homo_ev=-12.666 gap_ev=7.36 e_tot_ev=-21852.2926
C -3.639 1.087 1.669
H -0.313 -0.210 1.260
H -3.115 0.588 2.485
C 2.562 1.279 0.615
H -3.162 2.050 1.467
H -1.912 1.129 -2.340
C -0.375 0.136 0.249
H 2.611 0.134 -1.210
C 2.080 0.116 -0.252
H 1.829 -1.260 1.397
N 0.674 0.300 -0.570
H 0.813 0.952 -2.602
H 2.108 1.238 1.602
H -3.580 -0.876 -1.523
H 2.312 2.232 0.154
P -4.561 -0.587 -0.571
H 3.640 1.226 0.731
H 2.144 -3.348 0.065
C 0.184 0.735 -1.764
N -1.492 0.440 -0.372
C 1.874 -2.416 -0.422
H 2.351 -2.395 -1.398
H 3.400 -1.314 0.610
H -4.666 1.301 1.992
C -1.172 0.817 -1.632
C -3.720 0.290 0.495
C 2.328 -1.235 0.427
H 0.795 -2.410 -0.565